No. 1
Here is a single C5H12N2 molecule from the OMol25 dataset. Energies are from ωB97M-V with the def2-TZVPD basis set.

```
19
Properties=species:S:1:pos:R:3:forces:R:3
C -1.242082 -1.391031 1.568549 -0.399 -0.268 -1.477
C -0.640352 -0.208721 1.322045 -1.624 -0.782 1.663
N -0.027180 0.548328 2.288149 0.872 1.040 -0.068
C -0.751590 0.399505 -0.025255 0.319 1.230 -1.139
C 0.620177 0.403803 -0.712190 1.037 -0.021 -1.745
C 0.952031 -0.902499 -1.458848 -0.354 -0.108 -0.134
N 0.775726 1.534880 -1.655107 -1.458 0.487 1.436
H -1.328700 -2.021050 2.421229 0.581 0.348 1.189
H -1.798504 -1.895380 0.778521 0.318 0.454 -0.303
H 0.033301 0.371063 3.273311 -0.321 -0.649 -0.155
H 0.216699 1.496515 2.063327 -0.005 -0.046 -0.173
H -1.036271 1.476154 -0.103483 -0.082 -0.508 1.057
H -1.558325 -0.110067 -0.551946 0.409 -0.245 -0.354
H 1.355424 0.614649 0.069019 0.055 -0.501 0.063
H 1.600650 -0.737984 -2.336210 0.097 0.046 0.655
H 1.399372 -1.595222 -0.765550 0.285 -0.511 0.047
H 0.061925 -1.388788 -1.889291 0.032 0.265 0.316
H 1.494518 1.525807 -2.348643 -0.035 -0.378 -0.254
H -0.126815 1.880034 -1.937633 0.273 0.149 -0.624
```
Forces are in eV/Å.

## Properties
HOMO level: -7.928 eV
energy above the lowest of the compared OMol25 structures with the same formula, charge and spin: 128.2 kJ/mol
LUMO level: 1.11 eV
maximum force: 2.45 eV Å⁻¹
SMILES string: C=C(N)C[C@@H](C)N

What are the natural (NBO) partial charges on each atom? They are as follows, in elementary charge units: -0.540, 0.199, -0.822, -0.449, -0.037, -0.620, -0.875, 0.202, 0.191, 0.394, 0.381, 0.213, 0.226, 0.181, 0.204, 0.214, 0.204, 0.374, 0.359

---

No. 2
Here is a single C5H12N2 molecule from the OMol25 dataset. Energies are from ωB97M-V with the def2-TZVPD basis set.

```
19
Properties=species:S:1:pos:R:3:forces:R:3
N -0.797969 -0.911256 2.624027 -1.813 1.234 -1.484
C -0.144895 -1.145923 1.328892 1.393 -2.005 -0.602
C 0.230493 0.132681 0.507450 0.438 -2.267 -0.161
C -0.903110 0.449356 -0.429904 -0.414 1.556 -0.536
C -0.198579 1.202620 -1.692326 0.036 -0.720 2.953
C 1.165862 0.391674 -1.755396 -0.411 -0.528 -0.027
N 1.412686 -0.235050 -0.362221 0.304 2.477 0.131
H -1.010029 -1.767896 3.113846 0.181 -0.284 -0.086
H -1.748986 -0.527414 2.351748 1.335 -0.427 0.886
H -0.729080 -1.720486 0.557100 -0.051 0.170 0.965
H 0.729820 -1.897333 1.471683 -0.923 1.829 0.005
H 0.467927 0.967323 1.145880 0.025 0.345 0.388
H -1.651133 1.078288 0.208919 0.827 -1.070 -1.722
H -1.320701 -0.513614 -0.803421 -0.123 0.848 0.306
H -0.916751 1.317846 -2.506768 0.628 -0.502 -0.323
H 0.024312 2.211405 -1.323369 0.051 -0.052 -0.237
H 2.026908 1.008047 -1.992589 -0.067 0.423 -0.016
H 1.188157 -0.379838 -2.573775 -0.385 0.348 1.056
H 2.175066 0.339567 0.130227 -1.032 -1.374 -1.493
```
Forces are in eV/Å.

## Properties
HOMO level: -8.960 eV
energy above the lowest of the compared OMol25 structures with the same formula, charge and spin: 162.5 kJ/mol
LUMO level: 1.12 eV
maximum force: 3.04 eV Å⁻¹
SMILES string: NC[C@@H]1CCCN1

What are the natural (NBO) partial charges on each atom? They are as follows, in elementary charge units: -0.831, -0.212, -0.090, -0.408, -0.425, -0.235, -0.620, 0.361, 0.342, 0.155, 0.201, 0.185, 0.216, 0.202, 0.223, 0.196, 0.194, 0.191, 0.357